Formula: C6H11N3O2
Source: the Open Molecules 2025 dataset
Level of theory: ωB97M-V/def2-TZVPD

Each line ends with the natural charge from an NBO analysis.
Geometry (Å):
C (0.825, -1.667, 0.660)  0.12
C (2.925, 0.357, -0.261)  0.78
C (-1.734, 0.076, -0.278)  -0.25
C (-1.084, 1.318, 0.295)  -0.22
C (0.544, -0.337, -0.129)  0.23
C (1.649, 0.115, -1.021)  -0.54
N (0.164, -2.609, 0.238)  -0.64
N (-0.640, -0.477, -0.989)  -0.65
N (0.210, 0.818, 0.819)  -0.67
O (2.933, 1.392, 0.617)  -0.72
O (3.886, -0.304, -0.368)  -0.56
H (1.537, -1.527, 1.518)  0.18
H (-1.865, -0.510, 0.636)  0.16
H (-2.633, 0.264, -0.974)  0.22
H (-0.950, 2.166, -0.536)  0.20
H (-1.574, 1.862, 1.200)  0.21
H (1.292, 0.985, -1.549)  0.25
H (1.748, -0.683, -1.726)  0.24
H (0.233, -3.665, 0.596)  0.38
H (-0.668, -1.433, -1.131)  0.40
H (1.961, 1.609, 0.878)  0.51
H (0.089, 0.507, 1.760)  0.37

Cartesian forces (eV/Å) of the 6 atoms listed first:
C 1.03 3.03 0.60
C -1.33 1.59 0.56
C -1.17 0.79 0.14
C -0.18 3.43 0.40
C -1.11 1.15 1.30
C 0.46 -0.17 0.25

The total energy comes out at -14964.2223 eV. Its SMILES is [H]/N=C/C1(CC(=O)O)NCCN1. For the molar mass, the calculation gives 157.2 g/mol. For the energy above the lowest of the compared OMol25 structures with the same formula, charge and spin, the calculation gives 13.67 kcal/mol. For the HOMO-LUMO gap, the calculation gives 9.977 eV. The LUMO energy is 0.6 eV. Its HOMO energy is -9.34 eV.